Entry 1:
C25H38F3IN3O9S | the ωB97M-V functional and the def2-TZVPD basis

Last columns: bonded neighbours and bond lengths (Å).
Element x y z (Å)
1 C -2.436 5.919 -2.173  C2 1.646, H35 1.179, H36 1.194, H37 1.194
2 C -3.227 4.480 -2.289  C1 1.646, O3 1.466, H38 1.194, H39 1.169
3 O -2.232 3.450 -2.604  C2 1.466, C4 1.466
4 C -2.442 2.821 -3.911  O3 1.466, C5 1.673, H40 1.168, H41 1.193
5 C -2.473 1.150 -3.829  C4 1.673, C6 1.646, H42 1.172, H43 1.170
6 C -1.333 0.720 -2.723  C5 1.646, C7 1.516, C33 1.672
7 C -1.595 0.606 -1.234  C6 1.516, C8 1.658, C13 1.639
8 C -3.111 0.870 -0.616  C7 1.658, C9 1.673, H44 1.170, H45 1.178
9 C -3.846 -0.632 -0.579  C8 1.673, N10 1.519, N11 1.542, N12 1.540
10 N -4.144 -1.180 -1.963  C9 1.519, H46 1.057, H47 1.044
11 N -5.190 -0.583 0.174  C9 1.542, H48 1.064, H49 1.058
12 N -2.939 -1.680 0.094  C9 1.540, H50 1.050, H51 1.044
13 C -0.323 0.215 -0.278  C7 1.639, O14 1.337, C15 1.653
14 O -0.207 0.855 0.890  C13 1.337
15 C 0.738 -0.907 -0.870  C13 1.653, C16 1.639, C28 1.518
16 C 1.451 -2.058 0.053  C15 1.639, C17 1.640, H52 1.188, H53 1.194
17 C 1.096 -1.987 1.652  C16 1.640, C18 1.654, H54 1.192, H55 1.181
18 C 2.095 -1.003 2.528  C17 1.654, C19 1.667, H56 1.188, H57 1.193
19 C 1.692 -0.945 4.145  C18 1.667, C20 1.648, H58 1.193, H59 1.173
20 C 3.007 -0.877 5.138  C19 1.648, C21 1.668, H60 1.193, H61 1.175
21 C 2.670 0.047 6.485  C20 1.668, C22 1.647, H62 1.187, H63 1.192
22 C 3.996 0.820 7.083  C21 1.647, C23 1.667, H64 1.170, H65 1.193
23 C 3.828 2.446 6.755  C22 1.667, O24 1.471, H66 1.189, H67 1.192
24 O 4.821 3.221 7.516  C23 1.471, C25 1.473
25 C 6.079 3.359 6.762  O24 1.473, C26 1.672, O27 1.348
26 C 6.778 4.874 6.661  C25 1.672, H68 1.175, H69 1.187, H70 1.176
27 O 6.709 2.359 6.114  C25 1.348
28 C 0.995 -0.824 -2.364  C15 1.518, C29 1.668, C33 1.673
29 C 1.997 -1.890 -3.164  C28 1.668, C30 1.673, H71 1.194, H72 1.190
30 C 1.325 -2.411 -4.604  C29 1.673, O31 1.349, I32 2.230
31 O 1.999 -2.427 -5.772  C30 1.349
32 I -0.787 -3.124 -4.676  C30 2.230
33 C 0.224 0.381 -3.230  C6 1.672, C28 1.673, O34 1.342
34 O 0.775 1.012 -4.279  C33 1.342
35 H -2.586 6.476 -3.201  C1 1.179
36 H -2.887 6.534 -1.254  C1 1.194
37 H -1.292 5.647 -1.965  C1 1.194
38 H -3.619 4.238 -1.187  C2 1.194
39 H -4.177 4.495 -2.969  C2 1.169
40 H -3.365 3.202 -4.518  C4 1.168
41 H -1.485 3.082 -4.573  C4 1.193
42 H -2.257 0.772 -4.917  C5 1.172
43 H -3.570 0.855 -3.546  C5 1.170
44 H -3.714 1.652 -1.243  C8 1.170
45 H -2.950 1.174 0.511  C8 1.178
46 H -4.839 -0.528 -2.421  N10 1.057
47 H -3.286 -1.289 -2.547  N10 1.044
48 H -5.819 0.053 -0.402  N11 1.064
49 H -5.624 -1.538 0.034  N11 1.058
50 H -2.453 -2.145 -0.712  N12 1.050
51 H -3.506 -2.406 0.586  N12 1.044
52 H 2.632 -2.069 -0.076  C16 1.188
53 H 1.068 -3.122 -0.331  C16 1.194
54 H -0.020 -1.633 1.880  C17 1.192
55 H 1.182 -3.063 2.134  C17 1.181
56 H 3.227 -1.363 2.498  C18 1.188
57 H 2.037 0.132 2.164  C18 1.193
58 H 1.047 0.027 4.396  C19 1.193
59 H 1.080 -1.903 4.435  C19 1.173
60 H 3.280 -1.954 5.573  C20 1.193
61 H 3.975 -0.446 4.631  C20 1.175
62 H 1.871 0.894 6.256  C21 1.187
63 H 2.174 -0.624 7.337  C21 1.192
64 H 4.968 0.459 6.539  C22 1.170
65 H 4.042 0.692 8.268  C22 1.193
66 H 3.957 2.604 5.584  C23 1.189
67 H 2.709 2.781 6.992  C23 1.192
68 H 7.462 5.085 7.593  C26 1.175
69 H 7.482 4.824 5.706  C26 1.187
70 H 5.956 5.696 6.482  C26 1.176
71 H 2.131 -2.891 -2.527  C29 1.194
72 H 3.084 -1.436 -3.333  C29 1.190
73 C -2.636 -5.614 -6.854  F74 1.372, F75 1.372, F76 1.372, S77 1.869
74 F -1.323 -5.847 -6.532  C73 1.372
75 F -3.286 -5.435 -5.660  C73 1.372
76 F -2.655 -4.391 -7.475  C73 1.372
77 S -3.383 -6.973 -7.896  C73 1.869, O78 1.469, O79 1.469, O80 1.469
78 O -3.278 -8.193 -7.085  S77 1.469
79 O -2.571 -7.023 -9.120  S77 1.469
80 O -4.772 -6.562 -8.143  S77 1.469

Values from the calculation:
LUMO = 0.00113 hartree
total charge = -1
largest force on an atom = 9.3 eV Å⁻¹
frontier orbital gap = 5.7 eV
molar mass = 740.6 g/mol

Mulliken atomic charge list, values in e, 8 entries:
1. C -0.9173
2. C -0.3334
3. O -0.1471
4. C -0.6254
5. C -0.4921
6. C 0.7499
7. C 0.6795
8. C -0.6415

Entry 2:
CH4N2O | the ωB97M-V functional and the def2-TZVPD basis

Last columns: bonded neighbours and bond lengths (Å).
Element x y z (Å)
1 N 1.263 0.625 -0.411  N2 1.344, H5 1.046, H6 1.045
2 N 0.286 0.618 0.511  N1 1.344, C3 1.749, O4 1.366
3 C -1.086 -0.454 0.341  N2 1.749, O4 1.372, H7 1.159, H8 1.063
4 O -1.006 0.905 0.172  N2 1.366, C3 1.372
5 H 1.945 -0.002 0.075  N1 1.046
6 H 0.956 0.236 -1.330  N1 1.045
7 H -0.873 -1.087 -0.607  C3 1.159
8 H -1.484 -0.839 1.248  C3 1.063

Values from the calculation:
LUMO = 0.03824 hartree
structure (SMILES) = NN1CO1
energy above the lowest of the compared OMol25 structures with the same formula, charge and spin = 139.5 kcal per mole
largest force on an atom = 5.4 eV Å⁻¹
frontier orbital gap = 9.6 eV
molar mass = 60.1 g/mol

Mulliken analysis output, partial charges in e:
1. N -0.3820
2. N -0.1388
3. C -0.2226
4. O -0.2415
5. H 0.2892
6. H 0.2306
7. H 0.2042
8. H 0.2608

Entry 3:
C5H3F3O | the ωB97M-V functional and the def2-TZVPD basis

Last columns: bonded neighbours and bond lengths (Å).
Element x y z (Å)
1 C -1.731 -0.420 -0.380  C2 1.424, C3 1.402, H10 1.036
2 C -0.502 -0.025 -0.981  C1 1.424, C4 1.321, H11 1.060
3 C -1.697 -0.197 1.003  C1 1.402, O6 1.251, H12 1.172
4 C 0.446 0.473 -0.207  C2 1.321, C5 1.527
5 C 1.953 0.410 0.032  C4 1.527, F7 1.375, F8 1.357, F9 1.342
6 O -0.637 0.193 1.540  C3 1.251
7 F 2.413 1.620 0.497  C5 1.375
8 F 2.351 -0.602 0.845  C5 1.357
9 F 2.618 0.161 -1.107  C5 1.342
10 H -2.349 -0.997 -0.979  C1 1.036
11 H -0.268 -0.232 -1.993  C2 1.060
12 H -2.597 -0.386 1.730  C3 1.172

Values from the calculation:
LUMO = -0.02667 hartree
energy above the lowest of the compared OMol25 structures with the same formula, charge and spin = 0.0 kcal per mole
largest force on an atom = 3.4 eV Å⁻¹
frontier orbital gap = 8.2 eV
molar mass = 136.1 g/mol

Mulliken atomic charge list, values in e, 8 entries:
1. C -0.6753
2. C -0.0212
3. C 0.0493
4. C -0.1607
5. C 0.8524
6. O -0.4569
7. F -0.2287
8. F -0.2284

no.,calculated total energy (eV)
1,-76513.851
2,-6124.460
3,-15430.006